An isolated ion of composition C4H9O2 and charge +1 at a distorted geometry, computed with wB97M-V/def2-TZVPD.

XYZ file:
```
15
Properties=species:S:1:pos:R:3
C -2.18 0.09 -0.16
C 1.09 -0.98 -0.87
C 0.74 1.35 0.56
C 0.06 -0.25 0.00
O -0.31 -0.80 1.19
O -1.05 0.33 -0.60
H -2.86 0.77 -0.56
H -2.33 -0.72 0.40
H 0.56 -1.79 -1.22
H 1.48 -0.23 -1.71
H 2.05 -1.13 -0.41
H 0.50 1.46 1.55
H 0.40 2.15 -0.10
H 1.88 1.40 0.47
H -0.03 -1.65 1.45
```

Results
HOMO-LUMO gap = 8.9168 eV
HOMO = -15.0 eV
Energy = -8378.15791 eV
Total charge = +1
Energy above the lowest of the compared OMol25 structures with the same formula, charge and spin = 263.0 kJ/mol

C43H43GeN3O3RuSi as an isolated structure at a distorted geometry, computed with wB97M-V/def2-TZVPD.

XYZ file:
```
95
Properties=species:S:1:pos:R:3
Ru -0.55 0.17 0.11
O 0.28 -0.48 1.76
C 0.42 -1.65 2.37
C 1.13 -1.62 3.58
C 1.33 -2.78 4.30
C 0.82 -4.00 3.85
C 0.12 -4.03 2.66
C -0.08 -2.87 1.90
C -0.77 -3.01 0.64
N -0.87 -2.10 -0.24
C -1.67 -2.38 -1.43
C -2.51 -1.15 -1.68
N -1.61 0.01 -1.67
C -1.29 0.42 -2.88
C -0.38 1.41 -3.26
C -0.06 1.57 -4.64
C 0.86 2.49 -5.03
C 1.47 3.31 -4.05
C 1.16 3.22 -2.73
C 0.20 2.26 -2.28
O -0.14 2.16 -1.06
H 1.52 -0.68 3.92
H 1.88 -2.74 5.23
H 0.97 -4.90 4.42
H -0.28 -4.97 2.29
H -1.21 -3.99 0.45
H -2.28 -3.28 -1.29
H -0.99 -2.54 -2.27
H -3.27 -1.02 -0.90
H -3.04 -1.21 -2.64
H -1.80 -0.10 -3.69
H -0.55 0.93 -5.36
H 1.12 2.61 -6.07
H 2.21 4.04 -4.36
H 1.63 3.85 -1.99
C 1.38 4.72 0.98
Si 0.85 3.17 1.88
C -1.00 3.34 2.13
C 1.68 2.98 3.56
N 1.26 1.70 0.93
C 2.50 1.41 0.53
C 3.66 2.10 0.97
C 4.92 1.81 0.50
C 5.08 0.81 -0.45
C 4.00 0.08 -0.90
C 2.74 0.34 -0.41
O 1.64 -0.38 -0.82
C 1.88 -1.61 -1.45
C 2.29 -2.70 -0.70
C 2.45 -3.92 -1.33
C 2.20 -4.04 -2.69
C 1.81 -2.93 -3.43
C 1.65 -1.70 -2.81
H 1.06 5.59 1.55
H 0.88 4.77 0.01
H 2.45 4.82 0.82
H -1.12 4.21 2.78
H -1.50 2.51 2.63
H -1.51 3.55 1.19
H 1.00 3.26 4.36
H 2.56 3.62 3.65
H 2.00 1.96 3.74
H 3.54 2.86 1.72
H 5.77 2.35 0.87
H 6.07 0.59 -0.84
H 4.14 -0.70 -1.63
H 2.47 -2.58 0.36
H 2.76 -4.78 -0.76
H 2.33 -4.99 -3.18
H 1.64 -3.02 -4.49
H 1.36 -0.81 -3.36
Ge -2.68 -0.02 1.54
C -4.12 1.12 0.87
C -3.90 2.05 -0.14
C -4.93 2.85 -0.61
C -6.20 2.72 -0.08
C -6.44 1.80 0.93
C -5.41 1.00 1.40
C -2.44 0.15 3.47
C -3.51 -0.27 4.27
C -3.44 -0.17 5.65
C -2.31 0.35 6.25
C -1.23 0.75 5.47
C -1.30 0.64 4.09
H -1.43 1.25 0.91
H -2.91 2.17 -0.57
H -4.73 3.58 -1.38
H -7.01 3.35 -0.44
H -7.43 1.70 1.35
H -5.63 0.29 2.18
H -4.40 -0.69 3.82
H -4.28 -0.49 6.25
H -2.25 0.43 7.33
H -0.34 1.15 5.94
H -0.44 0.95 3.49
```

Results
HOMO-LUMO gap (alpha / beta) = 6.9024 / 5.5959 eV
HOMO (alpha / beta) = -9.8 / -10.2 eV
Energy = -122869.55818 eV
Total charge = +1
Spin multiplicity = 6

An isolated ion of composition C3H4BrN2O2 and charge +1 at a distorted geometry, computed with wB97M-V/def2-TZVPD.

XYZ file:
```
12
Properties=species:S:1:pos:R:3
C 1.09 0.42 0.02
C 1.56 -1.63 -0.01
C -1.24 1.25 -0.12
N -0.66 -1.05 -0.16
N -0.21 0.27 0.01
O 2.62 -2.02 0.03
O 0.32 -2.01 0.06
Br 2.18 1.89 0.25
H -1.82 1.17 0.71
H -1.77 0.86 -0.89
H -0.69 2.28 -0.26
H -1.37 -1.45 0.37
```

Results
HOMO-LUMO gap = 10.1685 eV
HOMO = -14.9 eV
Energy = -80280.64129 eV
Total charge = +1
Energy above the lowest of the compared OMol25 structures with the same formula, charge and spin = 169.0 kJ/mol

A 2-piece molecular cluster, C4H7Cl3N3O overall at a distorted geometry, computed with wB97M-V/def2-TZVPD.

XYZ file:
```
18
Properties=species:S:1:pos:R:3
C -0.42 -2.14 0.26
C 0.64 -0.17 0.20
C 1.65 1.94 -0.46
C -1.96 0.85 -0.09
N 0.28 -2.00 -0.96
N 0.16 -1.11 1.05
N 1.09 1.01 0.50
O 0.71 -0.65 -1.02
Cl -3.14 1.16 -1.23
Cl -2.25 -1.82 0.11
Cl -2.42 1.33 1.47
H -0.32 -3.14 0.68
H 1.40 1.62 -1.47
H 1.24 2.93 -0.28
H 2.74 1.98 -0.35
H -0.23 -2.22 -1.82
H -0.16 -0.91 1.98
H 1.00 1.34 1.45
```

Results
HOMO-LUMO gap = 8.5565 eV
HOMO = -12.8 eV
Energy = -48336.12671 eV
Total charge = +1
Energy above the lowest of the compared OMol25 structures with the same formula, charge and spin = 85.4 kJ/mol

A 2-piece molecular cluster, C4H11BrIN4 overall at a distorted geometry, computed with wB97M-V/def2-TZVPD.

XYZ file:
```
21
Properties=species:S:1:pos:R:3
C 1.79 -2.65 1.06
C -0.03 1.36 0.34
C 1.25 0.63 -0.04
C -1.37 0.79 -0.19
N 0.75 -1.90 0.95
N 0.90 1.81 -0.82
N -1.21 -0.68 -0.66
N -1.88 1.55 -1.24
Br 2.74 0.74 1.16
I -0.46 -1.29 2.54
H 2.28 -2.60 0.02
H 2.17 -3.29 1.94
H -0.02 2.01 1.25
H 1.34 -0.34 -0.69
H -2.02 0.69 0.68
H -0.85 -0.82 -1.63
H 1.48 2.58 -0.69
H -0.49 -1.19 -0.04
H -2.16 -1.29 -0.67
H -2.81 1.73 -1.46
H -1.38 2.17 -1.84
```

Results
HOMO-LUMO gap (alpha / beta) = 7.0329 / 6.3294 eV
HOMO (alpha / beta) = -10.2 / -13.2 eV
Energy = -88417.08928 eV
Total charge = +1
Spin multiplicity = 3

An isolated ion of composition C5H14N2S and charge +1 at a distorted geometry, computed with wB97M-V/def2-TZVPD.

XYZ file:
```
22
Properties=species:S:1:pos:R:3
C 0.55 -1.54 -0.40
N 1.09 -0.23 -0.25
C 0.39 0.93 -0.69
C -0.75 1.55 0.23
S -1.78 2.48 -0.89
C 1.42 2.05 -1.02
C -0.62 -1.81 0.58
N -0.27 -2.89 1.49
H 0.35 -1.79 -1.43
H 1.35 -2.24 -0.12
H 1.49 -0.20 0.69
H -0.11 0.67 -1.61
H -0.22 2.14 0.96
H -1.36 0.83 0.76
H -2.86 2.45 -0.09
H 1.79 1.88 -2.02
H 2.22 2.11 -0.28
H 0.91 3.02 -1.02
H -1.01 -0.99 1.19
H -1.46 -2.15 -0.01
H -0.94 -3.65 1.46
H -0.20 -2.62 2.46
```

Results
HOMO-LUMO gap (alpha / beta) = 10.2833 / 5.2627 eV
HOMO (alpha / beta) = -13.1 / -13.0 eV
Energy = -19218.48922 eV
Total charge = +1
Energy above the lowest of the compared OMol25 structures with the same formula, charge and spin = 118.2 kJ/mol
Spin multiplicity = 2

One molecule with the formula C23H29N3O4, computed with wB97M-V/def2-TZVPD.

XYZ file:
```
59
Properties=species:S:1:pos:R:3
C 6.33 1.96 0.78
O 5.92 0.69 0.34
C 4.59 0.40 0.36
C 3.59 1.26 0.78
C 2.25 0.87 0.76
C 1.90 -0.38 0.32
C 0.46 -0.85 0.24
C -0.05 -0.69 -1.20
C -1.27 -1.62 -1.41
O -1.13 -2.75 -1.82
N -2.45 -1.07 -1.09
C -3.69 -1.79 -1.04
C -4.30 -1.67 0.36
N -4.12 -0.31 0.86
C -5.01 0.64 0.25
C -4.18 -0.23 2.30
C -0.36 0.74 -1.49
C -0.25 1.27 -2.77
C -0.57 2.59 -3.01
C -1.01 3.41 -1.98
C -1.12 2.89 -0.70
C -0.80 1.56 -0.45
C -0.95 1.05 0.94
O -1.55 1.68 1.80
N -0.40 -0.17 1.18
C -0.41 -0.69 2.52
C 2.90 -1.26 -0.10
C 4.23 -0.89 -0.09
O 5.27 -1.68 -0.49
C 4.98 -2.97 -0.96
H 5.91 2.76 0.17
H 6.07 2.13 1.83
H 7.42 1.96 0.68
H 3.83 2.25 1.14
H 1.50 1.57 1.10
H 0.43 -1.92 0.49
H 0.72 -1.06 -1.88
H -2.48 -0.19 -0.59
H -3.50 -2.84 -1.29
H -4.38 -1.38 -1.80
H -3.76 -2.34 1.03
H -5.36 -1.98 0.34
H -4.74 1.64 0.60
H -6.07 0.45 0.49
H -4.89 0.62 -0.84
H -5.20 -0.38 2.69
H -3.83 0.76 2.60
H -3.52 -0.97 2.75
H 0.09 0.63 -3.57
H -0.48 2.99 -4.01
H -1.26 4.44 -2.17
H -1.46 3.50 0.12
H 0.61 -0.73 2.93
H -1.02 -0.03 3.14
H -0.84 -1.70 2.53
H 2.61 -2.24 -0.44
H 4.34 -2.95 -1.84
H 4.51 -3.58 -0.18
H 5.95 -3.40 -1.22
```

Results
HOMO-LUMO gap = 8.7265 eV
HOMO = -8.1 eV
Energy = -36982.52910 eV
SMILES = COc1ccc([C@@H]2[C@@H](C(=O)NCCN(C)C)c3ccccc3C(=O)N2C)cc1OC
Total charge = 0
Energy above the lowest of the compared OMol25 structures with the same formula, charge and spin = 148.0 kJ/mol

C37H74AlB2N2O27 as an isolated structure at a distorted geometry, computed with wB97M-V/def2-TZVPD.

XYZ file:
```
143
Properties=species:S:1:pos:R:3
C 3.72 -1.43 -0.68
B 3.38 -1.90 -2.22
O 3.55 -0.86 -3.30
Al 2.71 -3.84 -2.64
C 0.77 -3.59 -3.39
C 0.11 -2.38 -2.50
C -1.53 -2.29 -2.58
N -1.87 -0.81 -2.73
C -2.75 -0.31 -1.61
C -2.13 -0.50 -0.10
C -0.54 -0.57 0.31
C -0.04 -0.83 1.88
C -1.13 -0.98 3.13
C -2.72 -0.86 2.70
C -3.23 -0.65 1.14
O -4.66 -0.54 0.80
B 2.55 -4.75 -0.76
O 3.84 -4.84 -0.01
N 1.21 -5.23 -0.23
C 0.52 -6.21 -1.16
C 1.29 -5.75 1.19
H 2.79 -1.69 0.03
H 4.68 -1.96 -0.25
H 3.82 -0.25 -0.63
H 2.67 -0.34 -3.27
H 3.66 -4.63 -3.63
H 0.91 -3.27 -4.53
H 0.17 -4.59 -3.41
H 0.52 -1.36 -2.96
H 0.44 -2.56 -1.39
H -2.08 -2.81 -1.68
H -1.95 -2.81 -3.57
H -2.45 -0.73 -3.62
H -3.85 -0.74 -1.67
H -2.87 0.87 -1.76
H 0.29 -0.44 -0.50
H 1.10 -0.90 2.17
H -0.75 -1.15 4.23
H -3.53 -0.93 3.55
H -4.92 0.44 0.83
H 4.60 -4.86 -0.67
H 1.12 -6.28 -2.17
H -0.55 -5.76 -1.42
H 0.45 -7.26 -0.64
H 2.27 -6.33 1.45
H 1.14 -4.86 1.97
H 0.39 -6.50 1.41
C -8.45 -1.50 -0.22
O -9.32 -0.43 -0.59
C -8.71 0.78 -0.70
O -7.53 1.00 -0.50
O -9.65 1.69 -1.06
C -9.15 3.02 -1.20
H -9.04 -2.42 -0.17
H -7.66 -1.64 -0.96
H -8.01 -1.31 0.77
H -8.39 3.06 -1.99
H -8.74 3.38 -0.26
H -9.98 3.66 -1.50
C -10.23 5.00 -7.67
O -9.66 4.96 -6.37
C -8.38 4.51 -6.34
O -7.72 4.16 -7.30
O -7.96 4.52 -5.05
C -6.62 4.07 -4.86
H -11.25 5.38 -7.58
H -9.67 5.69 -8.32
H -10.27 4.00 -8.11
H -5.92 4.72 -5.39
H -6.51 3.03 -5.18
H -6.39 4.12 -3.79
C -10.81 8.58 -7.04
O -10.56 8.70 -8.44
C -10.56 9.98 -8.90
O -10.74 10.98 -8.22
O -10.31 9.95 -10.23
C -10.28 11.23 -10.85
H -10.79 7.52 -6.78
H -10.02 9.09 -6.46
H -11.79 8.98 -6.78
H -9.48 11.84 -10.43
H -11.25 11.73 -10.75
H -10.08 11.08 -11.92
C 5.14 1.34 -3.54
O 6.30 2.15 -3.32
C 6.30 2.82 -2.15
O 5.42 2.79 -1.30
O 7.45 3.54 -2.07
C 7.59 4.30 -0.88
H 5.25 0.85 -4.51
H 5.06 0.57 -2.77
H 4.24 1.96 -3.57
H 7.60 3.65 0.00
H 6.78 5.04 -0.80
H 8.54 4.84 -0.92
C 7.23 -2.52 2.14
O 7.96 -3.63 2.66
C 8.40 -4.50 1.73
O 8.22 -4.41 0.52
O 9.08 -5.49 2.36
C 9.61 -6.49 1.49
H 6.92 -1.89 2.98
H 7.85 -1.93 1.46
H 6.33 -2.87 1.62
H 10.33 -6.06 0.79
H 8.80 -7.00 0.95
H 10.13 -7.23 2.11
C 4.87 2.99 1.49
O 3.99 3.14 2.60
C 3.91 2.04 3.39
O 4.52 0.99 3.23
O 3.04 2.31 4.40
C 2.86 1.24 5.33
H 4.85 3.93 0.92
H 5.89 2.82 1.83
H 4.54 2.18 0.83
H 3.81 0.99 5.82
H 2.45 0.36 4.82
H 2.15 1.57 6.09
C 3.03 1.86 10.43
O 3.76 0.76 10.95
C 4.20 -0.12 10.02
O 4.02 -0.03 8.81
O 4.88 -1.11 10.65
C 5.41 -2.11 9.78
H 2.72 2.50 11.27
H 3.65 2.46 9.76
H 2.13 1.52 9.91
H 6.13 -1.67 9.08
H 4.60 -2.61 9.24
H 5.93 -2.85 10.40
C 4.87 -4.49 3.92
O 3.99 -4.35 5.03
C 3.91 -5.45 5.83
O 4.52 -6.49 5.67
O 3.04 -5.17 6.84
C 2.86 -6.25 7.76
H 4.85 -3.56 3.35
H 5.89 -4.67 4.26
H 4.54 -5.30 3.26
H 3.81 -6.49 8.26
H 2.45 -7.12 7.26
H 2.15 -5.92 8.52
```

Results
HOMO-LUMO gap = 5.4178 eV
HOMO = -3.9 eV
Energy = -105771.82927 eV
Total charge = -1